Record 1
A 9-piece molecular cluster, C14H40BCl4F4O12 overall in a non-equilibrium geometry. Source: OMol25; level of theory: ωB97M-V/def2-TZVPD.

Properties
frontier orbital gap = 9.64 eV
strongest force on any atom = 0.051 Eh/bohr
net charge = -1
E_HOMO = -7.34 eV
lowest unoccupied orbital energy = 2.301 eV

Structure (XYZ):
```
75
C14H40BCl4F4O12, DFT ωB97M-V/def2-TZVPD
Cl -32.62248 -23.90832 16.16989
Cl -33.81207 -22.60935 18.47013
Cl -39.47460 -25.21147 15.65641
Cl -39.83890 -23.38082 13.27167
F -35.76245 -19.28932 13.86605
F -37.39727 -20.92442 13.87085
F -35.44153 -21.17778 12.78943
F -35.42726 -21.15809 14.96169
O -37.49484 -22.23259 8.97894
O -32.84364 -20.27010 14.11833
O -39.32659 -19.31617 13.07639
O -39.03729 -19.69577 18.33653
O -39.80196 -18.62728 15.65306
O -34.29056 -17.08441 14.16080
O -34.97819 -23.82410 13.25122
O -30.05867 -20.91821 13.31844
O -35.02526 -23.72068 9.06516
O -34.73055 -17.68680 17.06320
O -39.06474 -18.52213 10.21203
O -35.77108 -26.92812 13.29556
C -38.52731 -18.52666 16.27576
C -36.85139 -22.50859 10.17619
C -35.89342 -25.96241 14.33703
C -34.52073 -16.36910 16.47602
C -38.55202 -18.16851 12.65873
C -38.18715 -19.73377 17.23501
C -39.89497 -23.53309 15.03229
C -34.01319 -22.97716 16.77161
C -35.04070 -16.28338 15.00266
C -35.35692 -22.58601 9.82548
C -31.13012 -20.63558 12.40038
C -32.47368 -21.07066 12.99617
C -38.02433 -18.48490 11.25263
C -36.08843 -24.57693 13.73233
B -36.03707 -20.60208 13.88153
H -34.92792 -23.46789 16.43914
H -36.76904 -26.28546 14.90007
H -34.59685 -17.98730 14.27293
H -37.26787 -17.76856 10.93210
H -33.49761 -15.99330 16.48621
H -38.42327 -20.60980 16.63091
H -36.86826 -24.67432 12.97702
H -34.97609 -15.25987 14.63338
H -38.67339 -19.93150 13.41745
H -30.06075 -21.85385 13.53334
H -40.87651 -23.19523 15.36477
H -37.76650 -17.97900 13.39027
H -35.07170 -15.70223 17.13920
H -31.03384 -21.07410 11.40713
H -39.94703 -19.71604 18.03066
H -37.27809 -23.44701 10.53031
H -31.25044 -19.55313 12.44439
H -37.14934 -19.72226 17.56807
H -35.23449 -17.65651 17.87973
H -39.17826 -22.79049 15.38294
H -37.51948 -19.45075 11.23391
H -32.52769 -22.11067 13.31798
H -34.72807 -22.59890 10.71569
H -35.18398 -24.46245 9.65353
H -37.71400 -18.37353 15.56641
H -39.16536 -17.26878 12.60977
H -33.79911 -20.29986 14.03013
H -35.43219 -27.75939 13.63576
H -39.82620 -19.06786 14.80048
H -37.42457 -22.97882 8.37911
H -36.09439 -16.55974 15.04093
H -34.99337 -21.72478 9.26494
H -36.61011 -23.95428 14.45915
H -33.96609 -22.05223 16.19681
H -33.15601 -21.01218 12.14817
H -36.95926 -21.73351 10.93495
H -38.58986 -18.94920 9.49531
H -35.27312 -22.93646 13.03505
H -34.99539 -25.92174 14.95345
H -38.64914 -17.61761 16.86473
```


Record 2
C20H46MnOP4 as an isolated structure in a non-equilibrium geometry. Source: OMol25; level of theory: ωB97M-V/def2-TZVPD.

Properties
frontier orbital gap (alpha / beta) = 6.34 / 7.06 eV
strongest force on any atom = 0.114 Eh/bohr
net charge = +4
E_HOMO (alpha / beta) = -20.19 / -20.94 eV
spin multiplicity = 4
⟨S²⟩ = 3.82
lowest unoccupied orbital energy (alpha / beta) = -13.853 / -13.881 eV

Structure (XYZ):
```
72
C20H46MnOP4, DFT ωB97M-V/def2-TZVPD
Mn -0.05813 -0.95056 -0.74266
P 1.51866 -1.09712 0.75066
P 0.81351 4.42197 -1.87335
P -1.03111 -2.91905 -0.94712
P -1.56683 0.36954 0.53659
O -0.61368 2.30847 -3.60384
C 2.75508 -2.34207 0.23729
C -1.68821 -0.87577 -4.00824
C -2.77484 -3.03880 -1.51312
C -2.88309 1.66179 -3.97519
C -2.93062 -0.70116 -4.56514
C 2.04235 3.44784 -0.96034
C -2.77464 1.53292 -0.23532
C 0.98053 -1.68450 2.41310
C -0.14730 -3.96053 -2.17325
C -1.04563 -3.99724 0.54081
C 2.53918 0.36324 1.16653
C 1.68151 5.77823 -2.69159
C -2.70815 -0.65021 1.58188
C -3.58170 0.54623 -4.43593
C 0.08843 -0.04802 -2.35042
C -1.34679 0.04584 -2.89339
C -0.28095 5.15252 -0.63036
C -0.85738 1.50379 1.81579
C -1.60934 1.45473 -3.44328
C 0.73124 1.04766 -3.19065
H 1.11528 6.05082 -3.59276
H 1.48290 1.69867 -2.77700
H -0.02657 -4.14982 0.91978
H 0.85608 -0.83614 3.09877
H 2.69126 5.46378 -2.98827
H -3.42084 -2.34798 -0.95504
H 2.58219 2.78077 -1.64073
H -2.09720 -0.17652 -2.09470
H 3.01638 0.75322 0.25795
H 1.92798 1.16100 1.60746
H 2.28762 -3.14197 -0.35324
H -0.32869 -3.57559 -3.18593
H -3.19063 -1.43931 0.98879
H 0.67604 -0.95358 -2.63430
H 0.89113 0.75046 -4.20621
H -1.04358 -1.74007 -4.20978
H -1.65424 -3.54764 1.33694
H -2.15805 -1.11796 2.40981
H 1.56229 2.83547 -0.18494
H -3.24112 2.68750 -4.04628
H -0.50624 -4.99700 -2.11314
H 1.75771 6.66091 -2.03926
H -2.34996 2.54472 -0.29270
H -0.38118 4.49781 0.24863
H 0.34163 0.48979 -1.30236
H -4.59440 0.66755 -4.82106
H -0.20003 2.24798 1.34508
H -1.27136 5.30140 -1.08020
H -3.13988 -4.06605 -1.36202
H 1.75563 -2.35244 2.81154
H -0.28041 0.95251 2.56724
H 3.32181 0.08342 1.88501
H 2.78914 4.09420 -0.46940
H -3.68892 1.57143 0.37354
H 0.08587 3.58622 -2.84241
H 0.03425 -2.23898 2.36788
H 3.51565 -1.84854 -0.38187
H -3.49124 0.00081 1.99945
H 0.93440 -3.94110 -1.98168
H -1.66589 2.04227 2.33334
H -2.84408 -2.78339 -2.57907
H -1.47566 -4.97210 0.27007
H -3.05044 1.23126 -1.25145
H 3.23134 -2.77596 1.12555
H 0.10689 6.12870 -0.29899
H -3.41866 -1.50568 -5.12176
```


Number 1: E -3725.58822 Ha. Number 2: E -3379.58698 Ha.